12
Properties=species:S:1:pos:R:3:mulliken_charge:R:1 method="wB97M-V/def2-TZVPD" energy_ha=-248.12150 s2=0.764 molar_mass_g_mol=73.1 de_lowest_kj_mol=124.5 e_lumo_ev="-4.720 / -9.355" spin_multiplicity=2 homo_ev="-17.31 / -16.78" charge=+1
H 2.111 0.494 -1.108 0.34
C -0.559 0.087 0.171 0.67
H 1.582 -1.082 -0.834 0.27
H -1.185 -1.065 -1.684 0.32
H 0.796 1.447 0.615 0.33
H -1.962 -1.214 -0.031 0.31
C 1.899 -0.062 -0.286 -0.72
N 0.740 0.409 0.466 -0.12
H -0.241 -2.027 -0.409 0.42
H 2.664 -0.152 0.358 0.30
C -0.971 -1.175 -0.624 -0.92
O -1.395 0.955 0.533 -0.21

=====

13
Properties=species:S:1:pos:R:3:mulliken_charge:R:1 method="wB97M-V/def2-TZVPD" energy_ha=-323.74831 molar_mass_g_mol=89.1 de_lowest_kj_mol=85.7 e_lumo_ev=0.731 smiles="CNC(=O)CO" homo_ev=-9.71 charge=0
O -2.006 0.003 -0.965 -0.57
C 1.987 0.191 -0.247 -0.84
C -1.676 -0.404 0.352 -0.41
H -1.765 0.938 -1.029 0.34
H -2.378 -0.046 1.113 0.29
H 2.334 0.917 -0.988 0.28
C -0.270 0.045 0.739 0.61
N 0.559 0.020 -0.338 -0.19
H 0.147 -0.325 -1.193 0.26
H -1.688 -1.500 0.340 0.25
H 2.215 0.553 0.756 0.32
O 0.043 0.372 1.870 -0.63
H 2.499 -0.764 -0.410 0.28

=====

13
Properties=species:S:1:pos:R:3:mulliken_charge:R:1 method="wB97M-V/def2-TZVPD" energy_ha=-323.73883 molar_mass_g_mol=89.1 de_lowest_kj_mol=110.6 e_lumo_ev=0.765 smiles="[H]/N=C(/O)CCO" homo_ev=-10.16 charge=0
N -0.809 -1.281 -1.017 -0.83
H 0.246 1.662 -0.716 0.28
O 0.795 -0.667 1.602 -0.51
H 0.120 -1.603 -0.764 0.26
C -0.034 0.885 0.008 -0.27
H -0.570 1.387 0.820 0.30
C -0.991 -0.080 -0.655 0.60
O -2.189 0.500 -0.872 -0.50
H 1.905 0.969 0.939 0.31
C 1.203 0.208 0.567 -0.70
H 1.349 -1.453 1.594 0.32
H 1.721 -0.338 -0.234 0.39
H -2.745 -0.188 -1.272 0.36

=====

13
Properties=species:S:1:pos:R:3:mulliken_charge:R:1 method="wB97M-V/def2-TZVPD" energy_ha=-323.75138 molar_mass_g_mol=89.1 de_lowest_kj_mol=77.7 e_lumo_ev=0.658 smiles="NC(=O)CCO" homo_ev=-9.70 charge=0
H -0.856 -0.360 -1.578 0.34
O 0.189 1.364 -1.040 -0.55
H -1.848 0.973 -0.940 0.30
O 0.270 -2.191 1.192 -0.58
H -0.629 0.714 1.259 0.29
C -0.770 -0.123 0.560 -0.54
C -0.887 0.453 -0.840 -0.35
H 1.614 0.383 0.014 0.27
N 1.643 -0.505 0.495 -0.46
H 2.301 -0.557 1.254 0.23
C 0.406 -1.064 0.765 0.47
H -1.684 -0.651 0.841 0.29
H 0.252 1.563 -1.981 0.31

=====

13
Properties=species:S:1:pos:R:3:mulliken_charge:R:1 method="wB97M-V/def2-TZVPD" energy_ha=-323.74097 molar_mass_g_mol=89.1 de_lowest_kj_mol=105.0 e_lumo_ev=0.709 smiles="C[C@@H](O)C(N)=O" homo_ev=-10.13 charge=0
O 0.337 1.111 -1.254 -0.60
C 1.649 -0.499 0.230 -1.13
O -0.723 -1.348 1.073 -0.55
H 1.410 -1.560 0.102 0.28
H -2.478 0.584 -0.323 0.24
H 1.921 -0.398 1.286 0.30
H -0.514 0.881 -1.660 0.37
C 0.436 0.445 -0.009 0.40
N -1.926 -0.246 -0.522 -0.56
H 2.517 -0.251 -0.382 0.35
C -0.789 -0.422 0.289 0.41
H 0.537 1.240 0.743 0.19
H -2.500 -1.076 -0.412 0.28

=====

13
Properties=species:S:1:pos:R:3:mulliken_charge:R:1 method="wB97M-V/def2-TZVPD" energy_ha=-323.69753 molar_mass_g_mol=89.1 de_lowest_kj_mol=219.1 e_lumo_ev=0.529 smiles="CNC(=O)CO" homo_ev=-9.94 charge=0
C -0.759 -1.411 0.156 -0.22
H -0.954 -2.183 -0.663 0.23
O 0.469 -1.637 0.752 -0.54
N 0.213 0.632 -0.702 -0.32
H 0.844 2.538 0.354 0.29
H 1.195 -0.997 0.507 0.35
O -1.919 0.070 -1.439 -0.56
H 1.957 0.971 0.561 0.29
H 0.116 1.258 -1.506 0.28
C -1.011 -0.017 -0.631 0.41
H 0.527 1.001 1.366 0.36
C 0.891 1.368 0.388 -0.87
H -1.567 -1.594 0.856 0.29

=====

13
Properties=species:S:1:pos:R:3:mulliken_charge:R:1 method="wB97M-V/def2-TZVPD" energy_ha=-323.69832 molar_mass_g_mol=89.1 de_lowest_kj_mol=217.0 e_lumo_ev=0.689 smiles="CC(=O)NCO" homo_ev=-9.30 charge=0
H -1.621 1.166 0.098 0.27
H -0.531 2.074 0.946 0.25
H 0.921 0.782 -0.797 0.23
H -0.548 -1.932 1.275 0.26
O 0.562 -1.488 -1.441 -0.58
H 0.903 -2.832 0.695 0.28
C 0.490 -1.839 0.929 -0.91
N 0.293 0.329 -0.127 -0.20
C -0.592 1.528 -0.001 -0.28
O -0.352 2.324 -1.122 -0.52
H -1.072 2.280 -1.746 0.32
C 0.378 -1.040 -0.328 0.57
H 1.169 -1.352 1.620 0.31

=====

13
Properties=species:S:1:pos:R:3:mulliken_charge:R:1 method="wB97M-V/def2-TZVPD" energy_ha=-323.63919 molar_mass_g_mol=89.1 de_lowest_kj_mol=372.2 e_lumo_ev=0.644 smiles=NC1[C@@H](O)[C@@H]1O homo_ev=-8.97 charge=0
O -2.203 -0.084 0.022 -0.59
H -0.353 1.520 1.296 0.37
H 0.940 -1.922 -0.654 0.25
H -0.645 -0.002 -1.433 0.31
O 0.954 1.641 -0.175 -0.61
C 0.134 -0.525 0.570 -0.09
H 2.087 -1.360 0.292 0.20
N 1.241 -1.003 -0.218 -0.74
H -2.791 0.574 -0.784 0.38
H -0.156 -0.933 1.511 0.35
C -0.041 0.946 0.453 -0.29
H 1.693 1.038 -0.554 0.38
C -0.860 0.111 -0.326 0.06

=====

13
Properties=species:S:1:pos:R:3:mulliken_charge:R:1 method="wB97M-V/def2-TZVPD" energy_ha=-323.73191 molar_mass_g_mol=89.1 de_lowest_kj_mol=128.8 e_lumo_ev=0.793 smiles="N=C=O.CCO" homo_ev=-10.16 charge=0
H -0.039 -1.163 -0.719 0.32
H -0.338 0.588 1.375 0.27
H -2.968 -0.641 -1.098 0.24
C -1.506 0.599 -1.253 0.84
H 1.224 0.370 2.179 0.35
H 2.305 -0.433 0.159 0.31
O 0.644 -0.550 -1.031 -0.57
H 1.495 1.098 -0.219 0.26
H 0.309 -1.044 1.640 0.32
O -1.061 1.663 -1.417 -0.41
C 1.324 0.049 0.055 -0.26
C 0.579 -0.013 1.381 -1.03
N -1.969 -0.523 -1.051 -0.64

=====

13
Properties=species:S:1:pos:R:3:mulliken_charge:R:1 method="wB97M-V/def2-TZVPD" energy_ha=-323.72500 molar_mass_g_mol=89.1 de_lowest_kj_mol=146.9 e_lumo_ev=0.622 smiles="C[C@@H](O)C(N)=O" homo_ev=-9.61 charge=0
C 1.428 -0.993 -0.083 -1.24
H -2.980 0.425 0.088 0.23
H 2.490 -0.788 0.107 0.31
H 1.311 -1.244 -1.142 0.35
H -2.264 0.857 -1.388 0.18
H 0.727 0.472 1.313 0.26
N -2.138 0.432 -0.486 -0.39
C -1.002 -0.149 0.160 0.34
C 0.543 0.225 0.242 0.32
H 1.132 -1.861 0.515 0.35
O -1.235 -0.917 1.072 -0.53
H 0.740 1.116 -1.372 0.35
O 0.884 1.379 -0.461 -0.52

=====

13
Properties=species:S:1:pos:R:3:mulliken_charge:R:1 method="wB97M-V/def2-TZVPD" energy_ha=-323.61200 molar_mass_g_mol=89.1 de_lowest_kj_mol=443.6 e_lumo_ev=-0.090 homo_ev=-9.05 charge=0
H 0.846 0.450 -2.250 0.18
H 0.162 -1.609 2.268 0.26
O -1.479 1.307 -0.329 -0.58
O -0.991 -0.798 0.718 -0.64
H -0.810 1.990 -2.098 0.36
C 0.107 -0.752 1.582 -0.22
N 0.282 0.350 -1.411 -0.49
C 0.936 -0.826 0.384 -0.16
H -1.313 0.361 0.265 0.45
C -0.656 1.232 -1.319 0.10
H 0.211 0.182 2.151 0.22
H 0.985 -1.775 -0.133 0.24
H 1.720 -0.113 0.173 0.28

=====

13
Properties=species:S:1:pos:R:3:mulliken_charge:R:1 method="wB97M-V/def2-TZVPD" energy_ha=-323.65108 molar_mass_g_mol=89.1 de_lowest_kj_mol=341.0 e_lumo_ev=0.870 homo_ev=-9.75 charge=0
H 3.125 0.168 -1.028 0.23
H 3.089 -1.254 0.073 0.24
O 1.293 -0.412 -0.048 -0.13
H -1.098 1.706 0.203 0.39
C -1.428 -0.463 0.249 -0.20
H -1.479 -0.811 1.327 0.23
O -2.792 -0.215 -0.163 -0.53
C -0.565 0.756 0.141 0.01
H -2.829 0.042 -1.114 0.32
H -0.926 -1.306 -0.324 0.23
N 0.673 0.836 -0.022 -0.53
H 3.105 0.334 0.774 0.25
C 2.709 -0.246 -0.068 -0.52

=====

13
Properties=species:S:1:pos:R:3:mulliken_charge:R:1 method="wB97M-V/def2-TZVPD" energy_ha=-323.71440 molar_mass_g_mol=89.1 de_lowest_kj_mol=174.8 e_lumo_ev=0.664 smiles="C[C@H](N)C(=O)O" homo_ev=-10.13 charge=0
H 0.569 -0.539 1.569 0.46
H -1.760 1.006 0.106 0.30
C -0.684 1.247 -0.072 -0.94
H -0.544 2.036 -0.904 0.30
O 2.498 -0.101 -0.689 -0.56
C 0.035 -0.144 -0.558 0.30
H -0.397 -2.215 -0.287 0.23
O 1.418 0.109 1.304 -0.54
H -0.053 -0.217 -1.704 0.31
H -1.636 -1.403 0.060 0.25
C 1.492 -0.053 -0.013 0.39
N -0.618 -1.277 0.184 -0.77
H -0.320 1.549 1.003 0.27

=====

13
Properties=species:S:1:pos:R:3:mulliken_charge:R:1 method="wB97M-V/def2-TZVPD" energy_ha=-323.73002 molar_mass_g_mol=89.1 de_lowest_kj_mol=133.8 e_lumo_ev=0.876 smiles="CC=O.NC=O" homo_ev=-9.75 charge=0
C 3.952 -0.945 -2.336 0.14
H 4.514 -0.215 -1.777 0.29
O -4.993 1.318 3.658 -0.45
N 4.663 -1.578 -3.304 -0.35
H 5.623 -1.357 -3.501 0.22
C -4.230 1.573 2.776 0.14
H -2.288 1.152 2.070 0.29
H -3.649 0.324 1.244 0.25
O 2.789 -1.160 -2.090 -0.53
H -3.171 -0.256 2.879 0.27
H -4.191 2.551 2.249 0.31
H 4.188 -1.995 -4.075 0.23
C -3.207 0.587 2.209 -0.80

=====

13
Properties=species:S:1:pos:R:3:mulliken_charge:R:1 method="wB97M-V/def2-TZVPD" energy_ha=-323.75847 molar_mass_g_mol=89.1 de_lowest_kj_mol=59.1 e_lumo_ev=0.816 smiles="C[C@@H](O)C(N)=O" homo_ev=-9.69 charge=0
H -0.362 -2.827 -0.718 0.26
H -1.665 -1.662 -0.679 0.22
H 0.849 1.747 1.568 0.24
H -0.724 1.212 -1.422 0.32
H -0.922 0.295 1.206 0.26
H 0.836 2.178 -0.145 0.32
C -0.313 0.390 0.300 0.27
C 0.213 -1.025 -0.038 0.43
N -0.720 -1.924 -0.443 -0.38
O 1.385 -1.339 0.088 -0.64
O -1.232 0.837 -0.689 -0.55
C 0.862 1.336 0.555 -1.07
H 1.792 0.781 0.418 0.31

=====

13
Properties=species:S:1:pos:R:3:mulliken_charge:R:1 method="wB97M-V/def2-TZVPD" energy_ha=-323.70357 molar_mass_g_mol=89.1 de_lowest_kj_mol=203.2 e_lumo_ev=0.889 smiles="CO/C(N)=C/O" homo_ev=-7.84 charge=0
C -1.461 1.236 -0.564 -0.78
O -0.067 1.086 -0.724 -0.41
C 0.472 -0.043 -0.171 0.66
H -1.717 1.531 0.463 0.30
H -1.777 2.020 -1.255 0.23
H 1.973 0.117 -1.500 0.28
O 0.424 -2.060 1.073 -0.54
N 1.785 -0.331 -0.609 -0.66
H 1.143 -2.232 0.444 0.31
H -1.108 -0.695 1.124 0.39
H -1.979 0.298 -0.801 0.37
H 2.480 -0.015 0.058 0.23
C -0.143 -0.881 0.671 -0.39

=====

13
Properties=species:S:1:pos:R:3:mulliken_charge:R:1 method="wB97M-V/def2-TZVPD" energy_ha=-323.67523 molar_mass_g_mol=89.1 de_lowest_kj_mol=277.6 e_lumo_ev=0.716 smiles="CC(=O)N(C)O" homo_ev=-9.74 charge=0
C -0.071 0.160 -0.838 0.64
H -0.186 2.113 -1.678 0.32
H 1.272 1.834 -0.726 0.33
H -1.552 -0.929 1.213 0.31
H -1.147 -2.020 -0.195 0.35
O -0.783 -0.359 -1.702 -0.62
C 0.203 1.643 -0.784 -1.00
O 1.147 0.078 1.177 -0.43
H 1.984 -0.396 1.291 0.37
H -0.253 2.069 0.105 0.28
C -0.767 -1.444 0.644 -0.84
H -0.321 -2.147 1.346 0.29
N 0.472 -0.603 0.149 0.00

=====

13
Properties=species:S:1:pos:R:3:mulliken_charge:R:1 method="wB97M-V/def2-TZVPD" energy_ha=-323.74581 molar_mass_g_mol=89.1 de_lowest_kj_mol=92.3 e_lumo_ev=0.697 smiles="CNCC(=O)O" homo_ev=-9.11 charge=0
H -0.079 -2.056 0.250 0.31
N -1.138 -0.280 0.259 -0.39
H -0.748 1.847 0.035 0.27
H -1.040 -0.138 1.257 0.26
H -2.315 1.299 -0.402 0.29
H -1.056 0.875 -1.480 0.32
O 2.388 -0.998 -0.344 -0.57
H 0.034 -1.159 -1.265 0.33
C -1.261 1.002 -0.428 -0.80
C 1.394 -0.558 0.181 0.65
C 0.010 -1.066 -0.181 -0.57
H 2.363 0.776 1.057 0.34
O 1.448 0.456 1.059 -0.45

=====

13
Properties=species:S:1:pos:R:3:mulliken_charge:R:1 method="wB97M-V/def2-TZVPD" energy_ha=-323.68738 molar_mass_g_mol=89.1 de_lowest_kj_mol=245.7 e_lumo_ev=0.790 smiles=N[C@@H]1O[C@H]1CO homo_ev=-9.79 charge=0
H 1.535 1.389 1.057 0.33
C -0.978 -0.066 -0.516 0.20
H -0.948 -1.552 -1.805 0.25
H 1.158 -0.382 2.363 0.29
C 1.268 0.431 0.592 -0.47
O -0.903 1.344 -0.462 -0.50
O 0.681 -0.446 1.532 -0.52
H 0.796 0.754 -1.530 0.40
C 0.314 0.604 -0.567 -0.20
H -2.448 -1.007 -1.497 0.27
H 2.186 -0.007 0.166 0.28
H -1.257 -0.469 0.453 0.34
N -1.495 -0.706 -1.675 -0.67